Here is a single C6H10O molecule at a distorted geometry from the OMol25 dataset. Energies are from ωB97M-V with the def2-TZVPD basis set.

Atoms and positions in Å:
C -1.7718 0.9049 -0.4804
C -1.1692 -0.3808 0.0367
C -0.0079 -0.9394 -0.7499
C 2.2267 -0.5857 -0.6382
O 2.0039 0.6562 -0.1962
C 1.1262 0.7196 0.9277
C 0.1519 -0.4320 0.6980
H -2.4145 1.4028 0.2538
H -2.3846 0.6843 -1.3596
H -0.9975 1.6194 -0.7836
H -1.8841 -1.1138 0.3902
H 0.0966 -2.0013 -0.9714
H 0.1790 -0.3075 -1.6204
H 2.2657 -1.2733 0.2547
H 0.6673 1.7166 0.9472
H 1.6695 0.5663 1.8686
H 0.2427 -1.2363 1.4227

The LUMO energy is 0.0302 hartree. The highest occupied orbital energy is -8.066 eV. Its relative energy (zero: lowest compared OMol25 entry of this formula, charge and spin) is 447.2 kJ/mol. The charge is 0.

For each atom in turn, the Mulliken charge in e is:
1. C -1.5072
2. C 0.3112
3. C -0.8012
4. C -0.3167
5. O -0.2377
6. C -0.6276
7. C -0.2152
8. H 0.3336
9. H 0.3652
10. H 0.3523
11. H 0.4553
12. H 0.3370
13. H 0.3448
14. H 0.1834
15. H 0.3336
16. H 0.3077
17. H 0.3816

Here is a molecular structure, C13H18Cl2MnO5SSe at a distorted geometry from the OMol25 dataset. Energies are from ωB97M-V with the def2-TZVPD basis set.

Atoms and positions in Å:
Mn -0.7023 0.0851 -0.6600
Cl -2.6579 0.6426 -1.7073
C -2.9195 2.3405 -1.3016
C -4.0276 2.9355 -1.8698
C -4.2763 4.2632 -1.5700
C -3.4175 4.9404 -0.7173
C -2.3188 4.2992 -0.1715
Cl -1.2955 5.2181 0.8865
C -2.0179 2.9579 -0.4451
S -0.6185 2.1471 0.2332
H -4.6742 2.3743 -2.5297
H -5.1317 4.7666 -1.9982
H -3.5938 5.9774 -0.4685
C -0.8537 -4.0768 0.1106
C -0.9237 -2.9859 -0.8976
C -0.8383 -3.3082 -2.3539
O -1.0662 -1.8216 -0.5420
H -1.6246 -4.8226 -0.0974
H -0.9584 -3.6864 1.1182
H 0.1154 -4.5659 -0.0067
H -0.3873 -4.2817 -2.5302
H -0.2746 -2.5272 -2.8596
H -1.8586 -3.3162 -2.7489
O 1.7185 -2.5830 -1.2578
Se 1.8672 -0.9741 -1.3295
O 0.6482 -0.2503 -2.1965
O 1.1706 -0.4472 0.2429
O 3.3315 -0.3326 -1.4827
C 2.3921 -1.5311 2.6562
C 3.0373 -0.4201 1.8377
C 3.8406 0.5306 2.7211
C 2.0058 0.3990 1.0912
H 3.1543 -2.1370 3.1483
H 1.7893 -2.1926 2.0338
H 1.7466 -1.1096 3.4328
H 3.7140 -0.8640 1.1016
H 3.2009 0.9830 3.4837
H 4.2962 1.3344 2.1405
H 4.6405 -0.0030 3.2354
H 2.4608 1.1775 0.4803
H 1.3069 0.8646 1.7877

The LUMO energy (spin up / spin down) is 0.0027 / 0.0086 hartree. The highest occupied orbital energy (spin up / spin down) is -8.218 / -8.267 eV. Its relative energy (zero: lowest compared OMol25 entry of this formula, charge and spin) is 14.1 kJ/mol. The spin multiplicity is 2. The charge is 0.

For each atom in turn, the Mulliken charge in e is:
1. Mn 0.3154
2. Cl -0.1484
3. C 1.0756
4. C -1.0143
5. C -0.2656
6. C -0.8030
7. C 0.2693
8. Cl -0.2124
9. C 0.2186
10. S -0.3567
11. H 0.4039
12. H 0.3678
13. H 0.4158
14. C -1.3681
15. C 0.9841
16. C -1.0795
17. O -0.6290
18. H 0.3900
19. H 0.3340
20. H 0.3277
21. H 0.3298
22. H 0.3053
23. H 0.3792
24. O -0.6305
25. Se 1.1836
26. O -0.5685
27. O 0.2941
28. O -0.6466
29. C -1.3790
30. C 1.1621
31. C -1.6390
32. C -1.5474
33. H 0.4361
34. H 0.2017
35. H 0.3139
36. H 0.3391
37. H 0.3500
38. H 0.4005
39. H 0.4141
40. H 0.4699
41. H 0.6063

Here is a single C4H4N2O2 molecule at a distorted geometry from the OMol25 dataset. Energies are from ωB97M-V with the def2-TZVPD basis set.

Atoms and positions in Å:
C 1.7936 1.3311 0.3949
C 0.5407 0.8022 0.3105
C -0.6974 1.3917 -0.1506
N -1.9048 1.3102 -0.6641
C 0.6258 -0.6214 -0.1271
O 1.7196 -1.2107 -0.4763
N -0.5415 -1.2257 -0.2338
O -1.5199 -1.1209 0.8582
H 2.5794 0.7336 0.4740
H 1.6806 2.3639 0.5646
H -0.4215 -2.3376 -0.7103
H -1.8884 -0.1200 0.3357

The LUMO energy is -0.0476 hartree. The SMILES is C=C(C#N)C(=O)NO. The highest occupied orbital energy is -9.874 eV. Its relative energy (zero: lowest compared OMol25 entry of this formula, charge and spin) is 683.9 kJ/mol. The charge is 0.

For each atom in turn, the Mulliken charge in e is:
1. C -0.7490
2. C 0.2309
3. C 0.1918
4. N -0.5158
5. C 0.7672
6. O -0.6709
7. N -0.2752
8. O -0.4177
9. H 0.3965
10. H 0.2797
11. H 0.3285
12. H 0.4341

Here is a molecular structure, C7H39NO17STl at a distorted geometry from the OMol25 dataset. Energies are from ωB97M-V with the def2-TZVPD basis set.

Atoms and positions in Å:
Tl -0.7248 0.6127 1.7749
S -0.5907 -0.9101 -1.4197
O -0.0541 -2.2454 -1.7507
O -1.1947 -0.3236 -2.6137
O -1.5596 -0.9845 -0.3183
O 0.5019 -0.0721 -0.9107
C 0.2113 3.1547 -1.0282
O 0.0506 3.1638 0.3921
C 0.4798 4.3442 0.9885
C 0.2852 4.1768 2.4896
N 0.8399 2.9399 3.0064
C 0.6510 2.7586 4.4390
C 1.3641 1.5051 4.9368
O 0.7445 0.4238 4.3135
C 0.9860 -0.8252 4.9621
H -0.1353 2.2078 -1.4247
H 1.2811 3.2790 -1.2288
H -0.2939 4.0067 -1.4899
H -0.1037 5.2228 0.6857
H 1.5012 4.6415 0.7145
H -0.7737 4.2455 2.7471
H 0.7501 5.0307 3.0047
H 1.7896 2.8062 2.6725
H -0.4237 2.7227 4.6201
H 1.0850 3.6639 4.8854
H 1.3304 1.5200 6.0281
H 2.4117 1.6352 4.6390
H 0.3722 -1.5987 4.5186
H 0.7153 -0.7380 6.0228
H 2.0617 -1.0030 5.0408
C -2.4732 -3.8864 -3.3724
O -1.7523 -4.3297 -2.2288
H -3.1010 -3.0146 -3.1760
H -1.7697 -3.7569 -4.2105
H -3.1117 -4.7108 -3.6909
H -1.1261 -3.6012 -2.0469
O -3.7609 0.5559 -2.6431
H -2.8764 0.2620 -2.3570
H -3.5968 1.2548 -3.2837
O 3.2168 -0.2181 -1.2691
H 3.1007 -1.1956 -1.3066
H 2.3303 0.1338 -1.4282
O 0.0323 1.7611 -4.4256
H -0.4410 1.8080 -5.2617
H -0.4493 1.1189 -3.8851
O 0.5876 -2.5049 -4.5314
H 0.4566 -2.4816 -3.5698
H -0.1131 -1.9357 -4.9028
O 2.4866 -2.8173 -1.0669
H 1.5681 -2.6833 -1.3974
H 2.4791 -3.7049 -0.6921
O 1.1418 -1.7259 1.4613
H 1.7708 -2.2793 1.9359
H 1.3667 -1.8488 0.5276
O -1.4659 -2.1399 2.7512
H -1.7170 -2.7635 2.0421
H -1.6810 -2.5976 3.5702
O -1.9032 -0.9753 -5.0942
H -1.8102 -0.1091 -5.4968
H -1.6771 -0.8521 -4.1436
O -2.4225 -3.3498 0.4628
H -2.4791 -3.9260 -0.3180
H -2.1943 -2.4542 0.1197
O 2.2803 1.1101 0.9439
H 2.8330 0.5278 0.3835
H 2.7128 1.9691 0.9026

The LUMO energy is -0.3689 hartree. The highest occupied orbital energy is -12.448 eV. Its relative energy (zero: lowest compared OMol25 entry of this formula, charge and spin) is 24.0 kJ/mol. The charge is +1.

For each atom in turn, the Mulliken charge in e is:
1. Tl 1.1330
2. S 0.9605
3. O -0.6146
4. O 0.1560
5. O -0.8898
6. O -0.2755
7. C -0.5606
8. O 0.0162
9. C -0.7938
10. C -0.7567
11. N 0.0826
12. C -0.6363
13. C -0.6851
14. O -0.0456
15. C -0.8100
16. H -0.1541
17. H 0.3388
18. H 0.3838
19. H 0.4361
20. H 0.4411
21. H 0.3976
22. H 0.4125
23. H 0.0509
24. H 0.3811
25. H 0.4118
26. H 0.4451
27. H 0.3987
28. H 0.0838
29. H 0.3902
30. H 0.3512
31. C -0.4305
32. O -0.5338
33. H 0.2324
34. H 0.2518
35. H 0.3518
36. H 0.2719
37. O -0.7092
38. H 0.1880
39. H 0.3010
40. O -0.7789
41. H 0.4739
42. H 0.3248
43. O -0.6408
44. H 0.3088
45. H 0.1912
46. O -0.6519
47. H 0.2941
48. H 0.4520
49. O -0.6975
50. H 0.3662
51. H 0.3018
52. O -0.3969
53. H 0.2262
54. H 0.2017
55. O -0.4805
56. H 0.3286
57. H 0.2546
58. O -0.6994
59. H 0.2313
60. H 0.3626
61. O -0.7497
62. H 0.3526
63. H 0.4035
64. O -0.4557
65. H 0.2961
66. H 0.2090

Here is a single C21H24N2O4 molecule from the OMol25 dataset. Energies are from ωB97M-V with the def2-TZVPD basis set.

Atoms and positions in Å:
C 3.7323 -0.9828 -4.5987
C 2.6835 -1.6566 -5.4747
C 1.5181 -0.7198 -5.7865
O 0.8319 -0.3207 -4.6027
C -0.0863 -1.1701 -4.1211
O -0.3740 -2.2167 -4.6519
C -0.7119 -0.6751 -2.8742
C -0.3473 0.5322 -2.2887
C -0.9461 0.9579 -1.1186
C -1.9189 0.1694 -0.5115
O -2.5507 0.4713 0.6539
C -2.1464 1.6100 1.3897
C -2.7338 1.4608 2.8005
O -4.1290 1.3529 2.7612
C -2.1106 0.2428 3.5281
N -0.7020 0.4004 3.7402
C -0.0860 1.1390 4.7243
C -0.8303 1.7469 5.8538
N 1.2030 1.2118 4.5770
C 1.4977 0.5007 3.4414
C 2.7160 0.2607 2.8175
C 2.7085 -0.5010 1.6674
C 1.5271 -1.0333 1.1493
C 0.3076 -0.8142 1.7586
C 0.3027 -0.0263 2.8984
C -2.2969 -1.0388 -1.1046
C -1.6995 -1.4543 -2.2709
H 4.1617 -0.1241 -5.1104
H 3.2841 -0.6401 -3.6689
H 4.5323 -1.6794 -4.3610
H 3.1280 -1.9717 -6.4201
H 2.2908 -2.5428 -4.9729
H 0.8089 -1.2147 -6.4585
H 1.8742 0.2097 -6.2364
H 0.4106 1.1416 -2.7547
H -0.6491 1.9015 -0.6895
H -2.5384 2.5213 0.9199
H -1.0548 1.6750 1.4520
H -2.5157 2.3733 3.3656
H -4.3547 0.6814 2.1044
H -2.6212 0.1213 4.4874
H -2.2791 -0.6537 2.9251
H -0.1182 2.2436 6.5052
H -1.5615 2.4731 5.5027
H -1.3556 0.9786 6.4206
H 3.6279 0.6612 3.2296
H 3.6382 -0.7006 1.1555
H 1.5646 -1.6331 0.2520
H -0.5954 -1.2470 1.3563
H -3.0586 -1.6340 -0.6248
H -1.9782 -2.3876 -2.7356

The LUMO energy is 0.0225 hartree. The SMILES is CCCOC(=O)c1ccc(OC[C@@H](O)Cn2c(C)nc3ccccc32)cc1. The highest occupied orbital energy is -8.464 eV. Its relative energy (zero: lowest compared OMol25 entry of this formula, charge and spin) is 144.3 kJ/mol. The charge is 0.

For each atom in turn, the Mulliken charge in e is:
1. C -1.0864
2. C -0.3485
3. C -0.5633
4. O -0.3362
5. C 0.5024
6. O -0.6434
7. C 0.1696
8. C -0.7434
9. C -0.4312
10. C 0.6249
11. O -0.2751
12. C -0.6347
13. C -0.0306
14. O -0.6278
15. C -1.1297
16. N 0.1782
17. C 0.8432
18. C -1.3543
19. N -0.8553
20. C 0.5429
21. C -0.5578
22. C -0.5083
23. C -0.7694
24. C -0.6085
25. C 0.4234
26. C -0.2427
27. C -0.7783
28. H 0.2993
29. H 0.2664
30. H 0.3432
31. H 0.3635
32. H 0.2753
33. H 0.3570
34. H 0.3536
35. H 0.4777
36. H 0.4156
37. H 0.4422
38. H 0.4049
39. H 0.3902
40. H 0.4098
41. H 0.3152
42. H 0.4440
43. H 0.3796
44. H 0.2829
45. H 0.3044
46. H 0.4389
47. H 0.3931
48. H 0.4766
49. H 0.4954
50. H 0.4573
51. H 0.4541

Here is a single C6H8 molecule from the OMol25 dataset. Energies are from ωB97M-V with the def2-TZVPD basis set.

Atoms and positions in Å:
C 2.0209 -0.1654 0.2321
C 0.9903 -0.4603 -0.5563
C 0.0683 0.5423 -1.1586
C -1.1790 0.8558 -0.7705
C -1.6968 0.1223 0.3954
C -0.8802 -0.3829 1.3403
H 2.0911 0.7749 0.7837
H 2.8409 -0.8679 0.3111
H 0.8730 -1.4714 -0.9591
H 0.5229 0.9146 -2.0745
H -1.8444 1.4393 -1.4182
H -2.7690 -0.0679 0.4366
H 0.0712 0.0744 1.5744
H -1.1093 -1.3077 1.8635

The LUMO energy is 0.0339 hartree. The SMILES is C=C/C=C\C=C. The highest occupied orbital energy is -8.377 eV. Its relative energy (zero: lowest compared OMol25 entry of this formula, charge and spin) is 197.0 kJ/mol. The charge is 0.

For each atom in turn, the Mulliken charge in e is:
1. C -0.6678
2. C -0.5508
3. C -0.1717
4. C -0.2571
5. C -0.0859
6. C -0.6724
7. H 0.3043
8. H 0.2632
9. H 0.2935
10. H 0.3448
11. H 0.3298
12. H 0.3249
13. H 0.2953
14. H 0.2498

Here is a single CHCl2NO molecule at a distorted geometry from the OMol25 dataset. Energies are from ωB97M-V with the def2-TZVPD basis set.

Atoms and positions in Å:
Cl -2.2430 1.1252 0.0340
C -0.9288 0.0656 -0.0188
N 0.2300 0.5413 -0.0740
O 1.2850 -0.6763 0.0357
Cl 2.8237 -0.0596 0.0202
H -1.1670 -0.9961 0.0030

The LUMO energy is -0.0054 hartree. The SMILES is Cl/C=N/OCl. The highest occupied orbital energy is -10.183 eV. Its relative energy (zero: lowest compared OMol25 entry of this formula, charge and spin) is 171.3 kJ/mol. The charge is 0.

For each atom in turn, the Mulliken charge in e is:
1. Cl -0.0962
2. C 0.0633
3. N -0.1762
4. O -0.1878
5. Cl 0.0417
6. H 0.3552

Here is a molecular structure, C15H11CaN4O3 at a distorted geometry from the OMol25 dataset. Energies are from ωB97M-V with the def2-TZVPD basis set.

Atoms and positions in Å:
Ca -0.1588 -1.6606 0.1287
C -3.0205 -0.5935 3.5986
C -2.8595 0.7749 3.8328
C -1.9438 1.4899 3.0690
C -1.2971 0.8818 1.9909
N -1.4913 -0.4624 1.7971
C -2.2590 -1.1703 2.5912
C -0.4111 1.5864 0.9841
C -0.3934 2.9401 0.7879
C 0.2789 3.4047 -0.3484
C 1.0583 2.5383 -1.1067
C 1.0613 1.2011 -0.8174
N 0.2904 0.7637 0.1930
C 1.7647 0.2538 -1.7029
C 2.8771 0.5449 -2.3987
C 3.7455 -0.4438 -2.8922
C 3.2466 -1.6940 -2.7816
C 1.9793 -1.9595 -2.3486
N 1.2637 -0.9967 -1.7474
H -3.7828 -1.1708 4.1377
H -3.3928 1.3081 4.6099
H -1.8395 2.5496 3.2437
H -2.3084 -2.2573 2.4092
H -1.0002 3.6328 1.4231
H -0.0071 4.3625 -0.7038
H 1.5458 2.8808 -2.0106
H 3.1323 1.5518 -2.5665
H 4.6384 -0.2392 -3.4033
H 3.8780 -2.5031 -3.0825
H 1.5564 -2.9778 -2.4468
O -0.3848 -3.8284 -0.7704
N -1.5694 -3.7118 -1.1191
O -2.1012 -4.4355 -1.8957
O -2.0959 -2.5605 -0.6544

The LUMO energy is -0.1411 hartree. The highest occupied orbital energy is -12.598 eV. The charge is +1.

For each atom in turn, the Mulliken charge in e is:
1. Ca 1.8652
2. C -0.7611
3. C -0.2827
4. C -0.7508
5. C 0.5246
6. N -0.3222
7. C 0.1118
8. C 0.4800
9. C -0.4600
10. C -0.7585
11. C -0.5684
12. C 0.8719
13. N -0.4552
14. C 0.5889
15. C -0.4466
16. C -0.6737
17. C -0.5931
18. C -0.0624
19. N -0.6509
20. H 0.3628
21. H 0.4484
22. H 0.3030
23. H 0.3720
24. H 0.2557
25. H 0.4186
26. H 0.3175
27. H 0.3200
28. H 0.4930
29. H 0.3802
30. H 0.4644
31. O -0.7587
32. N 1.3295
33. O -0.5232
34. O -0.8400

Here is a single C10H8Cl3N molecule at a distorted geometry from the OMol25 dataset. Energies are from ωB97M-V with the def2-TZVPD basis set.

Atoms and positions in Å:
C 0.4538 -1.9699 0.0312
C 0.8013 -1.4686 -1.2134
C -0.3268 0.1663 0.7336
C 0.0483 0.6105 -0.5164
C -0.1017 -1.1958 1.0435
C 0.6154 -0.1200 -1.5201
C -0.9367 1.1820 1.5961
C -0.7422 2.9509 0.0818
C -0.4156 -1.8457 2.3529
C 0.9863 0.4672 -2.8452
N -1.1082 2.4062 1.2648
Cl -1.5092 0.8137 3.1528
Cl -1.9930 3.3963 -1.0047
Cl 0.6443 3.9656 0.0639
H 0.6313 -3.0172 0.2310
H 1.2261 -2.1277 -1.9583
H 0.0543 -1.3185 3.1800
H -1.4922 -1.8579 2.5260
H -0.0583 -2.8733 2.3489
H 1.9714 0.1221 -3.1583
H 0.2639 0.1617 -3.6016
H 0.9872 1.5522 -2.7888

The LUMO energy (spin up / spin down) is -0.0121 / -0.0120 hartree. The highest occupied orbital energy (spin up / spin down) is -7.996 / -7.907 eV. Its relative energy (zero: lowest compared OMol25 entry of this formula, charge and spin) is 124.6 kJ/mol. The charge is 0.

For each atom in turn, the Mulliken charge in e is:
1. C -0.7548
2. C -0.5583
3. C 0.6824
4. C 0.2559
5. C 1.4165
6. C -0.5742
7. C 0.4340
8. C 0.5389
9. C -1.9073
10. C -1.4219
11. N -0.5375
12. Cl -0.1557
13. Cl -0.1199
14. Cl -0.1192
15. H 0.2908
16. H 0.4145
17. H 0.4018
18. H 0.3829
19. H 0.3376
20. H 0.3843
21. H 0.2889
22. H 0.3202